#i
Computed, not measured: a gas-phase ion, C2H6N5 (charge +1), with ωB97M-V/def2-TZVPD.

Calculated values
Gap between HOMO and LUMO (alpha / beta), eV: 7.090 / 9.267
Total charge: +1

CARTESIAN COORDINATES (ANGSTROEM)
C (0.245, -1.280, 1.902)
C (0.730, -0.180, -1.395)
N (-0.402, -0.450, 2.504)
N (0.605, -1.241, 0.593)
N (-0.647, 0.610, 0.390)
N (0.154, -0.328, -0.066)
N (-1.097, 1.556, -0.458)
H (0.712, -2.062, 2.423)
H (0.303, 0.563, -1.952)
H (1.699, 0.199, -1.241)
H (0.850, -1.098, -1.866)
H (-1.059, 2.411, -0.075)
H (-2.093, 1.300, -0.759)

---

#ii
Computed, not measured: a gas-phase ion, C2H6N5 (charge +1), with ωB97M-V/def2-TZVPD.

Calculated values
Gap between HOMO and LUMO, eV: 10.588
SMILES: Cn1cn[n+](N)n1
Total charge: +1

CARTESIAN COORDINATES (ANGSTROEM)
C (1.575, -1.265, 0.845)
N (0.445, -0.417, 0.400)
C (-0.844, -0.550, 0.801)
N (-1.590, 0.313, 0.170)
N (-0.721, 0.888, -0.726)
N (-1.087, 1.742, -1.618)
N (0.474, 0.440, -0.649)
H (1.335, -1.867, 1.801)
H (2.092, -1.903, 0.024)
H (2.231, -0.433, 1.087)
H (-1.334, -1.127, 1.710)
H (-2.090, 2.059, -1.645)
H (-0.485, 2.122, -2.199)

---

Taking the most stable structure as the zero point, the relative energies in kJ/mol are #i 374.0; #ii 0.0.